Run 1
C3H4FNO | ωB97M-V/def2-TZVPD

Last column: Löwdin charge in e.
Element x y z (Å)
C 3.19 0.46 -0.05  0.13
N 2.35 0.18 0.70  -0.25
O 1.58 -0.08 1.53  0.05
H 3.59 1.04 -0.85  0.07
C -2.44 -0.30 0.11  0.01
C -1.31 -0.31 -0.63  -0.18
F -0.43 0.69 -0.24  -0.08
H -2.39 0.30 1.03  0.07
H -3.19 -1.13 -0.06  0.08
H -0.95 -0.85 -1.52  0.11

SMILES: C#[N+][O-].C=CF
2S+1: 1
E_HOMO in Ha: -0.3629

=====

Run 2
C3H4FNO | ωB97M-V/def2-TZVPD

Last column: Löwdin charge in e.
Element x y z (Å)
N 0.30 -0.71 1.40  0.09
C -0.24 -0.51 0.06  -0.52
F -0.42 -1.64 -0.57  0.12
C 0.59 0.71 -0.82  0.10
C -0.61 1.31 -0.80  -0.11
O -1.32 0.51 0.07  -0.01
H -0.18 -1.44 1.99  0.10
H 1.28 -1.09 1.23  0.11
H 1.52 0.73 -1.27  0.05
H -0.92 2.13 -1.29  0.07

SMILES: N[C@]1(F)C=CO1
2S+1: 1
E_HOMO in Ha: -0.3354

=====

Which of them is most stable? Easy: run 2.

=====

Run 1
C6H7N5O | ωB97M-V/def2-TZVPD

Last column: Löwdin charge in e.
Element x y z (Å)
C -1.74 -2.48 1.63  -0.09
C -1.42 -1.07 1.10  -0.19
O -0.21 -1.36 0.31  0.00
C 0.27 -0.37 -0.37  -0.31
C 1.41 -0.33 -1.32  0.01
C 2.04 0.79 -1.56  -0.02
C 1.51 1.95 -1.07  -0.39
N 1.93 3.14 -1.24  0.05
N 1.11 3.95 -0.58  0.00
N 0.01 3.20 -0.11  0.07
N 0.31 1.98 -0.42  -0.09
N -0.32 0.78 0.04  0.17
H -2.20 -3.23 0.88  0.10
H -0.93 -3.09 2.18  0.10
H -2.62 -2.39 2.27  0.06
H -2.36 -0.78 0.67  0.11
H -1.18 -0.21 1.77  0.12
H 1.54 -1.33 -1.73  0.12
H 2.86 0.86 -2.45  0.19

SMILES: CCOc1ccc2nnnn2n1
2S+1: 1
E_HOMO in Ha: -0.3606

=====

Run 2
C6H7N5O | ωB97M-V/def2-TZVPD

Last column: Löwdin charge in e.
Element x y z (Å)
C 3.60 -0.43 0.26  -0.06
C 1.99 -0.88 0.01  -0.18
O 1.30 0.42 0.03  -0.04
C 0.00 0.29 -0.23  -0.32
C -0.70 1.46 -0.25  -0.01
C -1.93 1.61 0.08  0.01
C -2.69 0.48 0.06  -0.32
N -4.08 0.40 0.22  0.08
N -4.24 -1.04 0.05  -0.03
N -3.06 -1.69 0.09  0.04
N -2.10 -0.70 -0.25  -0.08
N -0.73 -0.88 -0.27  0.19
H 3.71 0.42 -0.56  0.09
H 3.80 -0.17 1.35  0.08
H 4.08 -1.35 -0.36  0.10
H 1.85 -1.21 -1.05  0.12
H 1.67 -1.57 0.78  0.10
H -0.12 2.34 -0.20  0.13
H -2.34 2.50 0.26  0.10

SMILES: CCOc1ccc2nnnn2n1
2S+1: 1
E_HOMO in Ha: -0.3514

=====

Which of them is most stable? Easy: run 1.